Computed, not measured: C45H42As2F4FeN3O5 as an isolated structure at a distorted geometry, with ωB97M-V/def2-TZVPD.

- Calculated total energy: -228978.706 eV
- Total charge: +1
- HOMO-LUMO gap: 4.889 eV

Last column: Löwdin charge in e.
Atoms and positions in Å:
Fe (0.112777, 0.515030, -1.909547)  0.235
F (-4.410646, -3.017908, 1.586552)  0.065
C (-3.078147, -2.975642, 1.803803)  -0.183
C (-2.292220, -2.332439, 0.897990)  0.103
C (-0.907203, -2.298277, 1.068184)  -0.037
C (-0.077015, -1.632992, 0.062445)  -0.268
O (-0.594591, -1.143591, -0.953454)  -0.007
C (1.325093, -1.648513, 0.310823)  -0.012
C (1.809770, -2.292938, 1.403061)  0.059
N (1.042787, -2.869439, 2.355579)  0.012
C (1.671118, -3.549710, 3.466660)  -0.260
C (2.797757, -2.864230, 4.170920)  -0.075
C (1.472874, -3.015131, 4.856217)  -0.097
C (-0.337434, -2.909204, 2.186746)  -0.104
C (-1.168486, -3.546627, 3.119338)  0.059
C (-2.537116, -3.608261, 2.941617)  -0.129
N (-3.328205, -4.256146, 3.931549)  -0.094
C (-4.790150, -4.186013, 3.875692)  -0.131
C (-5.349436, -4.836684, 5.150189)  -0.072
N (-4.278536, -4.768301, 6.199681)  0.054
C (-3.173949, -5.730554, 5.851405)  -0.070
C (-2.911217, -5.593359, 4.346577)  -0.124
C (2.301700, -0.993530, -0.628410)  -0.528
O (3.383637, -1.487018, -0.829790)  0.122
O (1.904258, 0.187300, -1.071103)  -0.190
H (-2.732053, -1.858744, 0.029202)  0.151
H (2.879180, -2.355562, 1.557402)  0.156
H (1.738550, -4.623798, 3.338895)  0.157
H (3.059837, -1.868217, 3.842369)  0.114
H (3.632186, -3.470874, 4.489417)  0.114
H (0.875395, -2.120050, 4.965639)  0.115
H (1.383597, -3.733853, 5.659692)  0.104
H (-0.728335, -3.969255, 4.009808)  0.105
H (-5.216470, -4.699028, 3.010325)  0.137
H (-5.093210, -3.142703, 3.832658)  0.137
H (-5.583483, -5.891280, 5.020443)  0.137
H (-6.235205, -4.323560, 5.515379)  0.140
H (-4.640580, -4.935573, 7.137281)  0.187
H (-3.877948, -3.827364, 6.167619)  0.184
H (-3.508507, -6.729291, 6.124497)  0.138
H (-2.312627, -5.460197, 6.458889)  0.136
H (-3.457304, -6.360973, 3.785138)  0.140
H (-1.855464, -5.750410, 4.155187)  0.124
C (-0.737494, 3.770451, -1.627585)  -0.371
C (0.137908, 3.830798, -2.866234)  -0.359
As (0.921429, 2.074103, -3.496678)  1.362
C (2.361991, 3.057053, -4.361698)  -0.374
C (3.669790, 3.064370, -3.896708)  -0.082
C (4.627019, 3.833863, -4.547284)  -0.073
C (4.278682, 4.586827, -5.659145)  -0.086
C (2.971879, 4.569662, -6.125793)  -0.078
C (2.008048, 3.808188, -5.477768)  -0.116
C (1.154579, 0.481971, -4.716376)  -0.281
C (0.611464, -0.710684, -4.232291)  -0.131
C (0.976269, -1.950843, -4.737445)  -0.070
C (1.905134, -2.017687, -5.764882)  -0.084
C (2.439536, -0.844969, -6.278836)  -0.071
C (2.074253, 0.389779, -5.756540)  -0.078
As (-0.163307, 2.371483, -0.364534)  1.328
C (1.698209, 2.711474, -0.181580)  -0.397
C (2.199979, 4.019332, -0.249063)  -0.145
C (3.543239, 4.305807, -0.327875)  -0.103
C (4.402239, 3.195561, -0.460735)  -0.119
C (3.961929, 1.907132, -0.365569)  -0.076
C (2.592592, 1.597529, -0.020194)  -0.165
C (-0.956703, 3.003059, 1.282408)  -0.365
C (-0.139750, 3.306286, 2.365519)  -0.102
C (-0.701769, 3.782575, 3.544447)  -0.085
C (-2.074679, 3.948887, 3.646437)  -0.094
C (-2.893827, 3.633072, 2.569482)  -0.090
C (-2.337220, 3.153913, 1.392605)  -0.112
H (-1.789832, 3.596715, -1.862220)  0.065
H (-0.692140, 4.706494, -1.066074)  0.074
H (1.062047, 4.359261, -2.630258)  0.057
H (-0.341373, 4.351139, -3.695778)  0.076
H (3.944752, 2.478511, -3.031802)  0.090
H (5.646744, 3.843012, -4.182759)  0.104
H (5.024116, 5.188864, -6.162494)  0.102
H (2.697841, 5.152384, -6.996141)  0.104
H (0.990158, 3.795238, -5.852501)  0.111
H (-0.180086, -0.719188, -3.476977)  0.072
H (0.537300, -2.855413, -4.335957)  0.106
H (2.210560, -2.976907, -6.162037)  0.102
H (3.158871, -0.891205, -7.086837)  0.106
H (2.519200, 1.285642, -6.169688)  0.097
H (1.484691, 4.837453, -0.262707)  0.104
H (3.911346, 5.319602, -0.367100)  0.095
H (5.455745, 3.358688, -0.664104)  0.106
H (4.646312, 1.078204, -0.504973)  0.107
H (2.488684, 1.022469, 0.907187)  0.131
H (0.933682, 3.194183, 2.271149)  0.096
H (-0.060769, 4.035429, 4.379710)  0.103
H (-2.507133, 4.332648, 4.561566)  0.101
H (-3.965536, 3.766266, 2.644937)  0.102
H (-2.983913, 2.910709, 0.556595)  0.102
F (-3.563690, 3.093039, -4.402863)  0.163
C (-3.397462, 1.820965, -4.034607)  -0.550
F (-3.810535, 1.034608, -5.037719)  0.164
F (-4.185326, 1.592269, -2.979914)  0.152
C (-1.909747, 1.533497, -3.720918)  -0.528
O (-1.081453, 2.023152, -4.504863)  -0.043
O (-1.689453, 0.828194, -2.708500)  -0.061

Force components x, y, z for each atom (eV/Å):
0.54 -0.32 0.57
0.00 0.02 -0.05
0.04 -0.18 0.19
0.03 0.06 -0.07
-0.01 0.01 -0.19
0.10 -0.05 0.05
-0.54 0.35 -0.01
0.10 -0.09 -0.04
0.11 0.10 -0.04
-0.27 -0.14 0.09
0.00 0.07 -0.06
0.02 0.04 0.01
0.04 -0.02 0.04
0.10 -0.05 0.13
0.13 0.06 -0.01
-0.18 0.18 -0.07
0.02 -0.19 -0.01
0.05 0.07 0.03
0.00 0.02 0.07
0.04 0.01 -0.09
-0.03 0.01 0.06
-0.03 0.01 -0.06
-0.49 0.65 -0.20
0.32 -0.05 0.15
-0.44 -1.84 -1.15
0.03 0.00 -0.01
-0.01 -0.01 -0.03
-0.02 -0.01 0.00
0.01 -0.01 -0.01
-0.02 -0.02 0.01
-0.01 -0.01 -0.03
0.01 0.01 0.01
0.00 -0.03 0.00
-0.01 -0.02 0.02
0.00 0.00 -0.03
-0.01 0.00 0.00
0.00 0.01 -0.02
-0.02 -0.04 -0.02
-0.02 0.01 0.04
0.00 0.00 0.02
0.02 0.01 -0.03
0.00 -0.02 0.02
0.00 0.01 -0.04
-0.02 0.03 0.17
-0.17 0.19 -0.55
0.34 0.00 0.07
0.35 -0.16 0.56
0.06 0.08 -0.17
0.01 -0.02 0.01
0.03 0.00 0.02
-0.09 0.00 -0.03
0.12 0.05 -0.02
-0.18 0.01 -0.19
-0.08 0.02 0.12
0.10 0.07 -0.07
-0.02 -0.01 -0.01
-0.02 -0.02 0.03
0.00 0.10 0.00
0.12 -0.21 -0.48
0.60 0.00 0.57
-0.27 0.01 -0.50
0.19 -0.59 -0.08
0.12 0.61 -0.44
-0.66 -0.63 0.33
1.36 3.03 1.58
-0.13 -0.20 0.07
-0.11 0.06 0.04
0.07 -0.03 -0.01
-0.03 -0.01 -0.01
0.02 -0.01 0.01
-0.01 0.03 0.00
0.02 -0.11 0.04
-0.04 0.09 -0.15
0.03 -0.01 -0.03
-0.07 0.09 0.11
-0.01 -0.04 0.06
0.00 0.01 0.00
0.00 -0.01 -0.01
0.01 0.00 0.00
-0.01 0.00 0.01
-0.05 -0.04 -0.09
-0.01 0.02 0.03
-0.01 0.01 -0.02
-0.01 0.02 -0.01
0.04 -0.01 0.04
0.01 -0.01 -0.01
0.01 0.01 0.04
-0.02 0.02 0.03
0.10 0.02 0.33
-0.47 -0.96 -0.84
0.00 0.03 0.02
-0.01 0.00 0.00
0.00 0.00 0.00
0.00 0.00 -0.01
0.01 -0.01 -0.01
-0.03 0.05 -0.01
0.09 -0.15 -0.06
-0.04 0.01 -0.01
-0.04 0.00 0.04
0.06 -0.06 -0.13
-0.70 0.05 0.10
-0.12 -0.06 0.23